1.
The following is a quantum chemistry calculation of one molecule with the formula O2 in a non-equilibrium geometry, from the OMol25 dataset.

charge: 0
SMILES string: O=O

XYZ file:
```
2
O2 the ωB97M-V functional and the def2-TZVPD basis
O 0.000 0.000 0.792
O 0.000 0.000 -0.792
```


2.
The following is a quantum chemistry calculation of one molecule with the formula O2 in a non-equilibrium geometry, from the OMol25 dataset.

charge: 0
SMILES string: O=O

XYZ file:
```
2
O2 the ωB97M-V functional and the def2-TZVPD basis
O 0.333 0.574 0.059
O -0.333 -0.574 -0.059
```


3.
The following is a quantum chemistry calculation of one molecule with the formula O2 in a non-equilibrium geometry, from the OMol25 dataset.

charge: 0
SMILES string: O=O

XYZ file:
```
2
O2 the ωB97M-V functional and the def2-TZVPD basis
O -0.353 -0.172 0.700
O 0.353 0.172 -0.700
```


ΔE to the lowest compared entry with this formula, charge and spin for every record listed, in sequence, given in kJ/mol: 286.9; 55.9; 308.8.